[1]
The following is a DFT calculation (wB97M-V/def2-TZVPD) of H16O9V as an isolated structure at a distorted geometry.

Atoms and positions in Å:
1 O 0.80538 0.62695 -0.83385
2 V 0.36958 0.44083 0.64812
3 O 1.65438 2.18447 1.05546
4 H 1.91458 2.44059 1.95562
5 H 1.94494 2.90405 0.47076
6 O 0.98150 -1.85039 -2.72626
7 H 1.32478 -2.74204 -2.88102
8 H 1.69670 -1.27328 -3.03364
9 O -1.65515 -0.29458 -0.78127
10 H -2.33246 -0.95675 -0.59328
11 H -1.55476 -0.28981 -1.78573
12 O -1.17498 -0.34592 -3.39877
13 H -0.39713 -0.90031 -3.14517
14 H -0.83507 0.52682 -3.63287
15 O -1.01168 2.17036 0.54492
16 H -0.84119 3.11131 0.39222
17 H -1.97583 2.06114 0.58537
18 O -1.37593 -0.01837 2.02649
19 H -1.77415 -0.88263 2.21056
20 H -1.73002 0.58022 2.70576
21 O 0.32109 -1.89252 0.64913
22 H -0.39215 -2.54475 0.68952
23 H 1.13990 -2.41231 0.66124
24 O 1.40982 -0.08989 2.44185
25 H 1.12985 -0.23468 3.36193
26 H 2.35798 -0.31851 2.41290

Force components x, y, z for each atom (eV/Å):
0.1 -0.6 1.9
-1.7 1.3 -3.1
0.2 0.1 0.6
0.0 0.0 -0.2
-0.1 -0.4 -0.1
0.7 0.0 0.2
-0.3 0.1 -0.1
-0.1 -0.1 0.0
0.1 -0.1 0.4
0.0 0.2 -0.1
0.0 0.1 0.2
0.3 0.0 0.8
-0.4 0.2 -0.6
0.0 -0.1 -0.2
0.0 -0.2 0.5
0.1 -0.2 0.0
0.2 -0.2 -0.3
0.0 0.0 0.6
0.1 0.1 -0.1
0.1 -0.1 -0.2
0.4 -0.1 0.2
0.0 0.2 -0.3
-0.2 0.1 -0.1
0.8 -0.1 0.4
-0.1 -0.1 -0.3
-0.3 0.2 0.1

Output
LUMO energy (spin up / spin down) (Ha): -0.3083 / -0.2889
Multiplicity: 2
Frontier orbital gap (spin up / spin down) (eV): 8.74 / 9.27
M (g/mol): 211.06
Net charge: +2

=====

[2]
The following is a DFT calculation (wB97M-V/def2-TZVPD) of one molecule with the formula C2H4S2 at a distorted geometry.

Atoms and positions in Å:
1 C -0.08425 0.26740 -0.34742
2 C 0.31097 -0.17418 1.01143
3 S -0.44044 1.81932 -0.69131
4 S -0.35388 -0.99954 -1.45807
5 H 0.68595 0.61121 1.53885
6 H -0.54539 -0.53198 1.47536
7 H 1.04229 -0.94107 1.24606
8 H -0.61525 -0.05115 -2.77490

Force components x, y, z for each atom (eV/Å):
1.4 -2.0 0.4
0.2 -1.0 -0.8
-0.6 2.1 -0.5
-1.0 1.7 -3.8
0.7 2.5 1.7
-1.9 -0.5 1.4
0.4 -0.5 -1.2
0.7 -2.2 2.9

Output
LUMO energy (spin up / spin down) (Ha): 0.0121 / -0.0918
Multiplicity: 3
Frontier orbital gap (spin up / spin down) (eV): 6.66 / 6.81
M (g/mol): 92.19